C13H36F3O9SSn as an isolated structure at a distorted geometry, computed with ωB97M-V with the def2-TZVPD basis set.

```
63
Properties=species:S:1:pos:R:3
Sn 1.5899 -29.9714 -9.6499
C 5.6812 -28.3764 -12.9128
F 6.1131 -27.9876 -14.0506
F 6.7115 -28.6798 -12.1004
F 5.0336 -27.2825 -12.4083
S 4.3352 -29.7958 -13.0394
O 3.2341 -29.2536 -13.8840
O 5.1382 -30.9735 -13.4103
O 3.6690 -29.9172 -11.7323
C 7.5630 -31.7420 -11.3199
C 8.4974 -32.9966 -11.3879
O 7.8493 -34.0369 -12.0321
H 8.1084 -30.8464 -11.0222
H 6.7807 -31.8514 -10.5687
H 7.1029 -31.4700 -12.2698
H 8.6911 -33.3116 -10.3626
H 9.4489 -32.6065 -11.7492
H 8.4758 -34.7507 -12.1719
C 1.2627 -25.0412 -10.2485
C 1.8507 -26.2238 -11.0985
O 2.5149 -27.1820 -10.2382
H 0.7468 -25.5362 -9.4257
H 0.5546 -24.2917 -10.6022
H 2.1444 -24.5568 -9.8289
H 2.5199 -25.8078 -11.8517
H 1.0749 -26.7857 -11.6186
H 3.2503 -26.7626 -9.7856
C 3.5013 -30.5471 -17.3254
C 3.0904 -32.0058 -17.4136
O 4.1740 -32.7644 -16.8559
H 4.4645 -30.3722 -17.8047
H 3.7116 -30.1836 -16.3196
H 2.7526 -29.9022 -17.7855
H 3.0020 -32.3550 -18.4423
H 2.2663 -32.1954 -16.7258
H 4.9248 -32.5190 -17.4015
C 6.8686 -29.0495 -8.3110
C 5.5881 -29.6304 -8.7954
O 4.4472 -29.0497 -8.1879
H 7.6954 -29.2866 -8.9805
H 7.0943 -29.3265 -7.2812
H 6.8342 -27.9700 -8.1644
H 5.5111 -30.6970 -8.5842
H 5.4331 -29.5397 -9.8705
H 4.5061 -28.1552 -8.5313
C 5.2569 -26.6836 -17.1127
C 6.2730 -26.9010 -18.2560
O 5.7455 -26.4831 -19.5006
H 5.5806 -27.1402 -16.1773
H 4.3326 -27.0666 -17.5451
H 5.1680 -25.6357 -16.8260
H 6.4717 -27.9708 -18.3208
H 7.2516 -26.4539 -18.0811
H 6.1501 -25.6224 -19.6313
C 1.2393 -26.5909 -14.6620
C 0.2406 -27.7291 -14.7717
O 0.5377 -28.5858 -13.7323
H 2.2574 -26.9777 -14.6176
H 1.0547 -25.9378 -13.8091
H 1.2539 -26.0217 -15.5914
H 0.3960 -28.2826 -15.6978
H -0.7997 -27.4213 -14.6659
H 1.4677 -28.8235 -13.7443
```

Summary:
Frontier orbital gap (spin up / spin down) (eV): 5.93 / 7.31
HOMO energy (spin up / spin down) (eV): -8.1 / -9.4
2S+1: 2